Entry 1:
Below is a 2-piece molecular cluster, C5H12NO2 overall in a non-equilibrium geometry, with properties calculated with ωB97M-V/def2-TZVPD.

Each atom is followed by the atoms it is bonded to, with distances in Å.
Element x y z (Å)
1 O -1.39 -1.52 -0.71  C4 1.217
2 O 0.89 -2.36 2.11  H16 0.963, H19 0.961
3 N 1.06 -0.11 0.26  C5 1.281, C8 1.492, H17 1.019
4 C -1.92 -0.58 -1.29  O1 1.217, C6 1.447, H15 1.112
5 C 2.01 -0.34 1.08  N3 1.281, H13 1.102, H18 1.105
6 C -1.39 0.74 -1.54  C4 1.447, C7 1.567, H9 1.159, H12 1.152
7 C -0.79 1.45 -0.29  C6 1.567, C8 1.593, H14 1.096, H20 1.122
8 C 0.79 1.29 -0.18  N3 1.492, C7 1.593, H10 1.084, H11 1.091
9 H -2.08 1.43 -2.18  C6 1.159
10 H 1.14 1.41 -1.20  C8 1.084
11 H 1.29 1.96 0.53  C8 1.091
12 H -0.72 0.94 -2.46  C6 1.152
13 H 2.31 -1.39 1.24  C5 1.102
14 H -0.96 2.54 -0.31  C7 1.096
15 H -2.94 -0.71 -1.70  C4 1.112
16 H 0.30 -2.26 2.86  O2 0.963
17 H 0.54 -0.94 -0.06  N3 1.019
18 H 2.61 0.35 1.69  C5 1.105
19 H 0.66 -3.09 1.53  O2 0.961
20 H -1.40 1.18 0.61  C7 1.122

Properties
Energy   -10942.209 eV
2S+1   2
Frontier orbital gap (alpha / beta)   9.0 / 5.3 eV
Charge   +2

Löwdin atomic charge list, values in e, 2 entries: 0.359, -0.048

=====

Entry 2:
Below is a 2-piece molecular cluster, CH6OS overall in a non-equilibrium geometry, with properties calculated with ωB97M-V/def2-TZVPD.

Each atom is followed by the atoms it is bonded to, with distances in Å.
Element x y z (Å)
1 S -2.51 1.31 0.25  H4 1.321, H7 1.362
2 O 1.30 -0.53 1.05  C3 1.417, H6 0.966
3 C 0.96 -0.59 -0.32  O2 1.417, H5 1.097, H8 1.088, H9 1.096
4 H -2.05 1.01 -0.96  S1 1.321
5 H 1.88 -0.32 -0.86  C3 1.097
6 H 0.78 -1.22 1.49  O2 0.966
7 H -1.32 1.75 0.73  S1 1.362
8 H 0.67 -1.58 -0.66  C3 1.088
9 H 0.28 0.17 -0.72  C3 1.096

Properties
Structure (SMILES)   CO.S
Energy   -14016.219 eV
Frontier orbital gap   10.6 eV
Charge   0

Löwdin atomic charge list, values in e, 2 entries: 0.468, -0.117

=====

Entry 3:
Below is one molecule with the formula C10H10N2 in a non-equilibrium geometry, with properties calculated with ωB97M-V/def2-TZVPD.

Each atom is followed by the atoms it is bonded to, with distances in Å.
Element x y z (Å)
1 N 1.39 2.20 -0.06  C6 1.439, H16 1.108, H20 1.057
2 N -1.17 2.19 0.01  C9 1.407, H13 1.026, H21 0.952
3 C -1.22 -1.88 -0.05  C7 1.367, C11 1.422, H15 1.117
4 C 2.40 -1.36 0.12  C10 1.344, C12 1.391, H17 1.099
5 C -0.03 0.09 -0.07  C6 1.494, C7 1.361, C9 1.427
6 C 1.30 0.77 -0.12  N1 1.439, C5 1.494, C12 1.362
7 C 0.00 -1.27 -0.11  C3 1.367, C5 1.361, C10 1.439
8 C -2.43 0.12 0.05  C9 1.351, C11 1.387, H18 1.081
9 C -1.27 0.79 -0.09  N2 1.407, C5 1.427, C8 1.351
10 C 1.23 -2.01 -0.04  C4 1.344, C7 1.439, H14 1.119
11 C -2.50 -1.27 0.07  C3 1.422, C8 1.387, H19 1.043
12 C 2.42 0.03 0.11  C4 1.391, C6 1.362, H22 1.193
13 H -0.53 2.46 0.76  N2 1.026
14 H 1.12 -3.12 -0.15  C10 1.119
15 H -1.31 -2.98 -0.18  C3 1.117
16 H 0.46 2.65 -0.46  N1 1.108
17 H 3.33 -1.91 -0.08  C4 1.099
18 H -3.32 0.73 -0.04  C8 1.081
19 H -3.47 -1.64 0.03  C11 1.043
20 H 2.26 2.47 -0.60  N1 1.057
21 H -2.06 2.42 0.29  N2 0.952
22 H 3.40 0.51 0.60  C12 1.193

Properties
Structure (SMILES)   Nc1cccc2cccc(N)c12
Energy   -13511.003 eV
Frontier orbital gap   8.2 eV
Charge   0

Löwdin atomic charge list, values in e, 2 entries: 0.029, 0.068

=====

Entry 4:
Below is one molecule with the formula C4H6O2, with properties calculated with ωB97M-V/def2-TZVPD.

Each atom is followed by the atoms it is bonded to, with distances in Å.
Element x y z (Å)
1 O -1.78 -0.08 -1.26  C4 1.197
2 O 0.71 -1.07 0.63  C3 1.442, C5 1.434
3 C 0.62 -0.16 -0.48  O2 1.442, C4 1.525, C6 1.535, H7 1.096
4 C -0.88 -0.46 -0.58  O1 1.197, C3 1.525, C5 1.530
5 C -0.71 -1.23 0.74  O2 1.434, C4 1.530, H8 1.099, H9 1.096
6 C 0.72 1.32 -0.10  C3 1.535, H10 1.094, H11 1.093, H12 1.099
7 H 1.30 -0.45 -1.29  C3 1.096
8 H -1.11 -0.68 1.60  C5 1.099
9 H -1.06 -2.27 0.76  C5 1.096
10 H 1.30 1.45 0.82  C6 1.094
11 H 1.17 1.91 -0.90  C6 1.093
12 H -0.28 1.73 0.06  C6 1.099

Properties
Structure (SMILES)   C[C@H]1OCC1=O
Energy   -8338.682 eV
Frontier orbital gap   10.9 eV
Charge   0

Löwdin atomic charge list, values in e, 2 entries: 0.125, -0.089

=====

Entry 5:
Below is one molecule with the formula C4H6S2 in a non-equilibrium geometry, with properties calculated with ωB97M-V/def2-TZVPD.

Each atom is followed by the atoms it is bonded to, with distances in Å.
Element x y z (Å)
1 S -2.25 0.05 -0.15  C3 1.658
2 S 0.52 -1.31 0.16  C3 1.792, C4 1.833
3 C -0.61 0.08 0.05  S1 1.658, S2 1.792, C5 1.553
4 C 1.98 -0.28 -0.27  S2 1.833, C6 1.525, H7 1.099, H11 1.115
5 C 0.18 1.39 0.35  C3 1.553, C6 1.522, H9 1.069, H10 1.098
6 C 1.59 1.19 -0.19  C4 1.525, C5 1.522, H8 1.061, H12 1.101
7 H 2.29 -0.72 -1.22  C4 1.099
8 H 1.76 1.73 -1.09  C6 1.061
9 H -0.37 2.20 -0.08  C5 1.069
10 H 0.10 1.54 1.43  C5 1.098
11 H 2.64 -0.50 0.61  C4 1.115
12 H 2.37 1.61 0.47  C6 1.101

Properties
Structure (SMILES)   S=C1CCCS1
Energy   -25915.102 eV
Frontier orbital gap   8.4 eV
Charge   0

Löwdin atomic charge list, values in e, 2 entries: 0.609, 0.870

=====

Entry 6:
Below is a 3-piece molecular cluster, C23H41F2N4O7P overall in a non-equilibrium geometry, with properties calculated with ωB97M-V/def2-TZVPD.

Each atom is followed by the atoms it is bonded to, with distances in Å.
Element x y z (Å)
1 P 1.95 -5.62 2.37  N14 1.553, C18 1.867, H47 1.398, H62 1.405
2 F 1.75 -2.01 -0.34  C16 1.327
3 F 2.87 -2.15 2.06  C22 1.336
4 O -0.38 -5.07 1.19  C15 1.379, C18 1.421
5 O -2.60 -5.46 1.36  C15 1.179
6 O 4.39 0.49 -5.82  N13 1.280
7 O 0.98 -1.41 2.93  C22 1.176
8 O -2.82 0.64 4.86  N12 1.280
9 O 1.63 -4.19 -0.58  C16 1.168
10 O -1.33 -5.04 3.19  C15 1.353, C29 1.428
11 N 0.94 -3.14 1.36  C16 1.397, C18 1.473, C22 1.437
12 N -2.94 1.24 3.73  O8 1.280, C26 1.503, C28 1.502
13 N 3.14 0.33 -5.57  O6 1.280, C21 1.502, C32 1.502
14 N 3.01 -5.26 3.45  P1 1.553, H45 1.011
15 C -1.57 -5.20 1.87  O4 1.379, O5 1.179, O10 1.353
16 C 1.48 -3.24 0.08  F2 1.327, O9 1.168, N11 1.397
17 C 2.47 2.42 -4.46  C21 1.533, C35 1.527, H51 1.094, H76 1.093
18 C 0.57 -4.41 2.02  P1 1.867, O4 1.421, N11 1.473, C29 1.558
19 C 1.51 -1.24 -4.47  C32 1.538, H56 1.090, H60 1.090, H73 1.088
20 C -3.21 4.11 3.80  C27 1.527, C31 1.528, H42 1.091, H58 1.093
21 C 2.35 1.59 -5.75  N13 1.502, C17 1.533, C30 1.532, C33 1.524
22 C 1.55 -2.14 2.20  F3 1.336, O7 1.176, N11 1.437
23 C -5.32 0.87 4.13  C26 1.525, H49 1.091, H71 1.086, H72 1.091
24 C 3.95 -1.61 -4.32  C32 1.525, H46 1.091, H69 1.086, H75 1.091
25 C -4.63 1.90 2.00  C26 1.537, H38 1.090, H55 1.087, H57 1.090
26 C -4.31 1.81 3.49  N12 1.503, C23 1.525, C25 1.537, C31 1.534
27 C -1.87 3.43 4.07  C20 1.527, C28 1.532, H63 1.094, H64 1.093
28 C -1.74 2.07 3.38  N12 1.502, C27 1.532, C34 1.523, C37 1.533
29 C -0.25 -4.12 3.31  O10 1.428, C18 1.558, H70 1.093, H78 1.090
30 C 0.88 1.30 -6.08  C21 1.532, H52 1.091, H61 1.091, H67 1.085
31 C -4.38 3.19 4.16  C20 1.528, C26 1.534, H43 1.094, H53 1.093
32 C 2.87 -0.53 -4.37  N13 1.502, C19 1.538, C24 1.525, C36 1.533
33 C 2.94 2.36 -6.92  C21 1.524, H44 1.091, H54 1.086, H74 1.090
34 C -0.50 1.33 3.88  C28 1.523, H41 1.088, H59 1.087, H77 1.092
35 C 2.12 1.62 -3.20  C17 1.527, C36 1.528, H65 1.093, H66 1.092
36 C 2.95 0.34 -3.11  C32 1.533, C35 1.528, H48 1.094, H50 1.093
37 C -1.59 2.23 1.86  C28 1.533, H39 1.091, H40 1.091, H68 1.085
38 H -5.72 1.85 1.86  C25 1.090
39 H -0.61 2.67 1.66  C37 1.091
40 H -1.64 1.26 1.36  C37 1.091
41 H -0.45 0.33 3.46  C34 1.088
42 H -3.28 5.02 4.39  C20 1.091
43 H -4.40 3.06 5.24  C31 1.094
44 H 2.32 3.25 -7.10  C33 1.091
45 H 2.95 -4.35 3.89  N14 1.011
46 H 3.95 -2.20 -5.24  C24 1.091
47 H 2.44 -5.93 1.10  P1 1.398
48 H 3.99 0.61 -2.93  C36 1.094
49 H -5.23 -0.14 3.72  C23 1.091
50 H 2.62 -0.27 -2.26  C36 1.093
51 H 3.49 2.78 -4.38  C17 1.094
52 H 0.81 0.60 -6.91  C30 1.091
53 H -5.33 3.65 3.87  C31 1.093
54 H 3.96 2.68 -6.73  C33 1.086
55 H -4.31 2.84 1.54  C25 1.087
56 H 1.55 -2.16 -3.90  C19 1.090
57 H -4.19 1.07 1.45  C25 1.090
58 H -3.28 4.42 2.75  C20 1.093
59 H -0.48 1.25 4.96  C34 1.087
60 H 1.28 -1.49 -5.50  C19 1.090
61 H 0.40 2.23 -6.39  C30 1.091
62 H 1.13 -6.72 2.66  P1 1.405
63 H -1.76 3.28 5.15  C27 1.094
64 H -1.04 4.06 3.74  C27 1.093
65 H 1.05 1.39 -3.18  C35 1.093
66 H 2.31 2.23 -2.32  C35 1.092
67 H 0.31 0.91 -5.25  C30 1.085
68 H -2.33 2.89 1.41  C37 1.085
69 H 4.94 -1.19 -4.18  C24 1.086
70 H -0.64 -3.10 3.27  C29 1.093
71 H -5.19 0.81 5.21  C23 1.086
72 H -6.32 1.25 3.92  C23 1.091
73 H 0.69 -0.65 -4.07  C19 1.088
74 H 2.94 1.75 -7.82  C33 1.090
75 H 3.73 -2.28 -3.48  C24 1.091
76 H 1.82 3.29 -4.55  C17 1.093
77 H 0.39 1.88 3.56  C34 1.092
78 H 0.29 -4.30 4.24  C29 1.090

Properties
Energy   -59528.838 eV
2S+1   3
Frontier orbital gap (alpha / beta)   8.0 / 9.3 eV
Charge   0

Löwdin atomic charge list, values in e, 2 entries: 0.801, 0.159